w.
Here is an isolated ion of composition HI3OP and charge +1 from the OMol25 dataset. Energies are from ωB97M-V/def2-TZVPD.

Cartesian coordinates (Å):
O  1.11185  -0.08395  -0.55177
P  -0.29978  -0.16708  -0.01329
I  -0.51852  -2.03605  1.43645
I  -1.70695  0.13700  -1.96285
I  -0.62484  1.91701  1.19418
H  2.03824  0.23306  -0.10272

Summary:
Lowest unoccupied orbital energy in eV: -6.33
E_HOMO in eV: -14.12
HOMO-LUMO gap in Ha: 0.2865
Charge: +1



x.
Here is an isolated ion of composition HI3OP and charge +1 from the OMol25 dataset. Energies are from ωB97M-V/def2-TZVPD.

Cartesian coordinates (Å):
O  -2.26727  0.27120  -0.42684
P  1.48208  0.13860  1.19242
I  -0.65586  -0.62900  -0.32629
I  2.39287  -1.74613  -0.03738
I  2.13223  2.14729  -0.05768
H  -3.08405  -0.18196  -0.34423

Summary:
Lowest unoccupied orbital energy in eV: -6.60
E_HOMO in eV: -14.04
HOMO-LUMO gap in Ha: 0.2733
Charge: +1



Most stable: w. Least stable: x.



w.
Here is one molecule with the formula C19H21NO3S from the OMol25 dataset. Energies are from ωB97M-V/def2-TZVPD.

Cartesian coordinates (Å):
C  2.30240  -1.49771  -3.05354
C  1.50950  -1.85874  -1.83610
C  0.45665  -2.75875  -1.88961
C  -0.27288  -3.05194  -0.74897
C  0.01397  -2.45486  0.46710
C  -0.79648  -2.74200  1.68963
C  1.08685  -1.55655  0.52040
S  1.41098  -0.80692  2.10132
C  2.96640  0.10562  1.86441
C  2.84249  1.28474  0.92342
O  3.71163  1.63549  0.17233
O  1.65590  1.87933  1.05600
C  1.32437  2.92566  0.15438
C  0.25715  2.49786  -0.86481
O  -0.05196  3.22551  -1.78252
N  -0.26414  1.28342  -0.63961
C  -1.32711  0.71458  -1.44240
C  -2.56797  0.52254  -0.61160
C  -3.19417  1.62686  -0.04562
C  -4.31386  1.46520  0.74936
C  -4.81859  0.19719  0.98749
C  -4.20052  -0.90623  0.42555
C  -3.07847  -0.74420  -0.36922
C  1.82231  -1.26869  -0.61634
H  1.98248  -2.08042  -3.91336
H  2.17610  -0.43988  -3.28311
H  3.36358  -1.67437  -2.88518
H  0.20216  -3.23342  -2.82580
H  -1.08540  -3.76256  -0.80472
H  -1.53176  -3.51781  1.49449
H  -0.15016  -3.06112  2.50658
H  -1.31632  -1.84076  2.01627
H  3.21006  0.47492  2.86234
H  3.75689  -0.56536  1.52804
H  0.93333  3.76083  0.74142
H  2.21736  3.25349  -0.38814
H  0.00058  0.77784  0.19320
H  -0.99172  -0.24120  -1.85763
H  -1.50915  1.42089  -2.25767
H  -2.79880  2.61400  -0.23726
H  -4.79580  2.32908  1.18281
H  -5.69296  0.07055  1.60855
H  -4.59139  -1.89647  0.60823
H  -2.59454  -1.60467  -0.80702
H  2.65042  -0.57888  -0.58599

Summary:
Lowest unoccupied orbital energy in eV: 0.53
E_HOMO in eV: -8.49
HOMO-LUMO gap in Ha: 0.3318
Charge: 0



x.
Here is one molecule with the formula C19H21NO3S from the OMol25 dataset. Energies are from ωB97M-V/def2-TZVPD.

Cartesian coordinates (Å):
C  2.46709  -0.19745  -1.21745
C  2.79248  -0.91730  0.09414
C  2.81804  0.06509  1.23347
C  4.03243  0.59997  1.64015
C  4.10796  1.56007  2.63339
C  2.94706  2.00690  3.23781
C  1.72442  1.48693  2.85661
C  1.64924  0.51971  1.85958
N  0.41720  -0.04302  1.48448
C  -0.81956  0.46026  1.68186
O  -1.08697  1.53447  2.18441
C  -1.91545  -0.45411  1.19618
S  -1.56193  -1.53958  -0.20458
O  -2.74130  -2.29858  -0.51392
O  -0.36420  -2.30114  0.09348
C  -1.17402  -0.47912  -1.60295
C  -1.30078  0.89444  -1.54681
C  -0.96526  1.64869  -2.66020
C  -0.50978  1.04158  -3.82430
C  -0.12781  1.85650  -5.01986
C  -0.39705  -0.34607  -3.85846
C  -0.72666  -1.10575  -2.75252
C  -3.34135  0.00752  1.27060
C  -2.86898  -1.05996  2.19388
H  2.41594  -0.90823  -2.03864
H  3.23360  0.54172  -1.44128
H  1.50992  0.31467  -1.14910
H  2.06295  -1.71264  0.25790
H  3.77445  -1.38655  0.00701
H  4.93865  0.25497  1.16259
H  5.06711  1.95765  2.92956
H  2.98903  2.75793  4.01212
H  0.81861  1.83301  3.32505
H  0.46771  -0.94545  1.01664
H  -1.65087  1.38159  -0.65063
H  -1.05850  2.72366  -2.61858
H  -0.48825  2.87745  -4.92898
H  0.95732  1.88314  -5.11793
H  -0.53270  1.41711  -5.92902
H  -0.04683  -0.82979  -4.75819
H  -0.64059  -2.18083  -2.75707
H  -3.98761  -0.27805  0.45447
H  -3.50456  0.99849  1.67008
H  -3.18016  -2.07540  1.99808
H  -2.71515  -0.82065  3.23584

Summary:
Lowest unoccupied orbital energy in eV: 0.68
E_HOMO in eV: -8.46
HOMO-LUMO gap in Ha: 0.3360
Charge: 0



Most stable: w. Least stable: x.



w.
Here is one molecule with the formula C3H4N4S from the OMol25 dataset. Energies are from ωB97M-V/def2-TZVPD.

Cartesian coordinates (Å):
S  -3.04986  0.40755  -0.13998
N  -1.35281  0.61799  -0.12962
C  -0.64943  -0.40758  0.05589
N  0.74714  -0.31462  0.07194
C  1.53223  0.80259  -0.10957
N  2.79434  0.48087  -0.02172
N  2.86860  -0.87405  0.21591
C  1.65180  -1.32580  0.26538
H  -3.30799  1.69455  -0.34734
H  -1.01012  -1.42436  0.21265
H  1.13303  1.77506  -0.29690
H  1.37443  -2.35258  0.44548

Summary:
Lowest unoccupied orbital energy in eV: 0.36
E_HOMO in eV: -9.38
HOMO-LUMO gap in Ha: 0.3579
Charge: 0



x.
Here is one molecule with the formula C3H4N4S from the OMol25 dataset. Energies are from ωB97M-V/def2-TZVPD.

Cartesian coordinates (Å):
N  -1.63396  1.53441  -0.02013
C  -1.30256  0.26106  0.02790
S  -2.51829  -1.00034  -0.09046
C  0.06695  -0.07330  -0.10735
C  0.67992  -1.26320  0.02917
N  1.97753  -0.95018  0.08999
N  2.23829  0.33186  -0.13992
N  1.08469  0.93819  -0.12130
H  -2.54497  1.74038  0.27420
H  -1.04212  2.40036  0.15261
H  0.33787  -2.26054  -0.00768
H  2.65667  -1.65870  -0.08704

Summary:
Lowest unoccupied orbital energy in eV: -0.10
E_HOMO in eV: -8.41
HOMO-LUMO gap in Ha: 0.3054
Charge: 0



y.
Here is one molecule with the formula C3H4N4S from the OMol25 dataset. Energies are from ωB97M-V/def2-TZVPD.

Cartesian coordinates (Å):
N  -1.70517  1.48937  -0.00168
C  -1.37571  0.17000  0.08514
S  -2.50595  -0.98277  -0.07063
C  0.06979  -0.08323  0.05848
C  0.72425  -1.28723  0.10000
N  2.05473  -0.92663  -0.05266
N  2.15177  0.44563  -0.03484
N  0.96677  0.97295  -0.06948
H  -2.66726  1.77346  0.02922
H  -0.94535  2.20485  -0.00253
H  0.37910  -2.29048  0.17245
H  2.85304  -1.48593  -0.21347

Summary:
Lowest unoccupied orbital energy in eV: 0.18
E_HOMO in eV: -8.56
HOMO-LUMO gap in Ha: 0.3210
Charge: 0



Most stable: y. Least stable: w.



w.
Here is an isolated ion of composition CH3IO2P and charge -1 from the OMol25 dataset. Energies are from ωB97M-V/def2-TZVPD.

Cartesian coordinates (Å):
C  0.81414  -0.46982  -0.07939
P  -0.57198  0.67406  0.14860
O  -0.53867  1.97304  -1.30831
O  -0.57081  1.02882  1.54672
I  -2.43164  -0.95732  -0.26855
H  0.90027  -1.22630  -0.92350
H  1.72032  0.15594  0.02953
H  0.67836  -1.17842  0.85488

Summary:
Lowest unoccupied orbital energy in eV: 3.07
E_HOMO in eV: -4.44
HOMO-LUMO gap in Ha: 0.2760
Charge: -1



x.
Here is an isolated ion of composition CH3IO2P and charge -1 from the OMol25 dataset. Energies are from ωB97M-V/def2-TZVPD.

Cartesian coordinates (Å):
C  -0.07206  0.11473  -0.25471
P  -0.54865  0.09944  -2.00559
O  -1.53226  -0.89373  -2.34508
O  1.05849  0.39604  -3.12086
I  -1.97281  2.23240  -1.78443
H  0.88572  0.56690  -0.11789
H  -0.75192  0.84015  0.38721
H  -0.12584  -0.99060  0.11764

Summary:
Lowest unoccupied orbital energy (spin up / spin down) in eV: 3.15 / 3.15
E_HOMO (spin up / spin down) in eV: -4.55 / -4.55
HOMO-LUMO gap (spin up / spin down) in Ha: 0.2829 / 0.2829
Charge: -1



Most stable: w. Least stable: x.



w.
Here is CH10O3S as an isolated structure from the OMol25 dataset. Energies are from ωB97M-V/def2-TZVPD.

Cartesian coordinates (Å):
C  -0.09977  1.12051  -0.00580
S  1.47329  1.32731  0.80773
H  -0.63297  2.11562  -0.31128
H  -0.91771  0.54190  0.56900
H  0.03800  0.62373  -0.99004
H  2.74723  2.16197  2.95220
H  2.05397  1.90327  3.51532
H  -2.70665  -0.40198  -2.51290
O  -2.07654  -0.12316  -1.83884
H  -0.04566  -1.71686  0.39678
H  1.18325  -1.26879  1.30533
O  0.23303  -1.61524  1.30004
H  -1.22764  -0.84164  -1.80656
H  0.12617  -2.32975  -1.87342
O  -0.14798  -1.49689  -1.50756

Summary:
Lowest unoccupied orbital energy in eV: -5.36
E_HOMO in eV: -9.22
HOMO-LUMO gap in Ha: 0.1420
Charge: 0



x.
Here is a 4-piece molecular cluster, CH10O3S overall from the OMol25 dataset. Energies are from ωB97M-V/def2-TZVPD.

Cartesian coordinates (Å):
C  -0.91093  1.05553  1.37909
S  -2.24835  1.32388  0.14498
H  -0.24052  1.90451  1.39234
H  -1.36212  0.87478  2.35096
H  -0.44760  0.11579  1.08946
H  -3.10009  1.96839  0.95073
O  2.06312  -1.09010  0.76112
H  2.57361  -1.57347  1.40645
H  1.26563  -1.58645  0.53130
O  0.32188  -2.07487  -1.26320
H  0.61024  -2.62435  -1.99952
H  0.32561  -1.18796  -1.66397
O  0.38365  0.66331  -1.95052
H  -0.37044  1.05345  -1.48823
H  1.13632  1.17756  -1.64101

Summary:
Lowest unoccupied orbital energy in eV: 0.69
E_HOMO in eV: -9.39
HOMO-LUMO gap in Ha: 0.3702
Charge: 0



Most stable: x. Least stable: w.



w.
Here is a 2-piece molecular cluster, C2H6NO2 overall from the OMol25 dataset. Energies are from ωB97M-V/def2-TZVPD.

Cartesian coordinates (Å):
C  -1.88567  0.17349  -1.38438
O  -1.56766  -0.51483  -0.18486
H  -2.01971  -0.56093  -2.22001
H  -2.80115  0.74925  -1.30046
H  -0.99612  0.70626  -1.72053
C  1.53573  0.32091  0.60872
N  1.24183  -0.64614  -0.28116
O  1.03474  0.55316  1.70421
H  2.44059  0.90126  0.26519
H  -0.61561  -0.67480  -0.29441
H  1.89498  -0.47224  -1.02816

Summary:
Lowest unoccupied orbital energy in eV: 4.28
E_HOMO in eV: -3.73
HOMO-LUMO gap in Ha: 0.2941
Charge: -1



x.
Here is a 2-piece molecular cluster, C2H6NO2 overall from the OMol25 dataset. Energies are from ωB97M-V/def2-TZVPD.

Cartesian coordinates (Å):
C  0.55026  -1.30145  -0.39399
C  1.01006  0.89158  0.47171
N  0.20147  -0.11497  0.31903
O  -2.31033  1.25777  -0.00485
O  2.18748  0.96896  0.21054
H  -0.21065  -2.08933  -0.23599
H  0.42288  -1.12279  -1.45076
H  1.37283  -1.98554  -0.06205
H  0.55145  1.86332  0.92362
H  -1.36526  1.33492  0.32051
H  -2.41020  0.29753  -0.09777

Summary:
Lowest unoccupied orbital energy in eV: 4.42
E_HOMO in eV: -3.40
HOMO-LUMO gap in Ha: 0.2875
Charge: -1



Most stable: w. Least stable: x.